1.
ORCA calculation (ωB97M-V/def2-TZVPD) on one molecule with the formula CH3PS.

The value obtained for the calculated total energy is -21207.827 eV. For the frontier orbital gap, the calculation gives 0.3023 Ha. The spin multiplicity is 1. Its charge is 0. Its SMILES is PC=S.

Each line ends with the Mulliken charge.
CARTESIAN COORDINATES (ANGSTROEM)
C  -1.14  -0.26  0.29  -0.134
P  0.32  0.90  0.17  -0.049
S  -2.58  0.22  -0.01  -0.229
H  -0.82  -1.13  0.81  0.314
H  1.03  0.35  -0.89  0.060
H  1.13  0.10  1.05  0.038



2.
ORCA calculation (ωB97M-V/def2-TZVPD) on a 2-piece molecular cluster, C7H12ClN3 overall.

The value obtained for the calculated total energy is -24443.250 eV. For the frontier orbital gap, the calculation gives 0.3505 Ha. The spin multiplicity is 1. Its charge is 0.

Each line ends with the Mulliken charge.
CARTESIAN COORDINATES (ANGSTROEM)
C  -0.01  -1.93  0.63  -0.291
C  1.36  -1.85  -1.12  -0.550
C  0.43  1.52  1.77  -0.918
C  -1.59  2.18  0.43  -1.221
C  -0.98  -2.10  -1.72  -0.956
C  0.61  1.93  -0.77  -0.335
C  -0.07  1.90  0.38  0.607
N  1.19  -1.89  1.16  -0.679
N  1.99  -1.88  0.06  0.256
N  0.06  -1.94  -0.73  0.347
Cl  2.38  1.67  -1.02  -0.190
H  -0.85  -2.12  1.14  0.625
H  0.50  2.33  2.50  0.373
H  1.40  0.91  1.48  0.240
H  -0.27  0.66  2.18  0.192
H  -1.74  3.11  1.00  0.339
H  -2.11  1.22  0.66  0.290
H  -1.82  2.46  -0.59  0.368
H  -0.42  -2.49  -2.56  0.322
H  -1.72  -2.82  -1.42  0.359
H  -1.44  -1.19  -1.89  0.337
H  0.10  2.06  -1.82  0.238
H  3.01  -1.73  0.23  0.246



3.
ORCA calculation (ωB97M-V/def2-TZVPD) on one molecule with the formula C4H3N3.

The value obtained for the calculated total energy is -8663.376 eV. For the frontier orbital gap, the calculation gives 0.3697 Ha. The spin multiplicity is 1. Its charge is 0. Its SMILES is C#Cc1cnn[nH]1.

Each line ends with the Mulliken charge.
CARTESIAN COORDINATES (ANGSTROEM)
C  -1.65  1.67  0.65  -0.415
C  -0.54  1.26  0.41  -0.239
C  0.28  0.16  0.02  0.575
C  -0.35  -1.02  -0.25  -0.269
N  0.56  -1.95  -0.61  -0.314
N  1.73  -1.40  -0.57  -0.508
N  1.59  -0.12  -0.19  0.146
H  -2.64  1.98  0.90  0.372
H  -1.43  -1.07  -0.20  0.432
H  2.41  0.46  -0.13  0.221



4.
ORCA calculation (ωB97M-V/def2-TZVPD) on C27H44B3CaF21N8O9S3 as an isolated structure.

The value obtained for the calculated total energy is -169119.772 eV. For the frontier orbital gap, the calculation gives 0.2190 Ha. The spin multiplicity is 1. Its charge is 0.

Each line ends with the Mulliken charge.
CARTESIAN COORDINATES (ANGSTROEM)
Ca  -14.82  -7.13  12.11  1.415
C  -8.13  -7.60  13.37  -1.189
C  -8.89  -6.38  12.95  -0.532
N  -9.39  -5.79  14.07  0.537
C  -10.64  -5.89  14.58  -0.484
C  -10.61  -5.13  15.77  -1.172
N  -9.37  -4.50  15.85  0.585
C  -8.65  -4.93  14.79  -0.750
C  -8.89  -3.66  16.92  -0.788
H  -7.88  -8.19  12.49  0.372
H  -8.41  -8.09  14.29  0.219
H  -7.15  -7.32  13.74  0.475
H  -9.52  -6.48  12.07  0.175
H  -8.29  -5.64  12.42  0.520
H  -11.43  -6.50  14.18  0.716
H  -11.35  -5.09  16.56  0.972
H  -7.65  -4.66  14.47  0.470
H  -9.43  -3.82  17.85  0.310
H  -9.09  -2.61  16.69  0.149
H  -7.84  -3.83  17.12  0.383
C  -15.70  -6.65  18.03  -1.927
C  -14.41  -6.13  18.54  0.582
N  -13.27  -7.07  18.11  0.360
C  -11.95  -7.08  18.44  -0.601
C  -11.38  -8.23  17.94  -0.670
N  -12.30  -9.05  17.29  0.258
C  -13.46  -8.30  17.38  -0.703
C  -12.07  -10.35  16.62  -0.746
H  -15.92  -7.56  18.59  0.573
H  -15.81  -6.65  16.95  0.450
H  -16.45  -5.93  18.36  0.392
H  -14.27  -5.82  19.58  0.556
H  -14.05  -5.28  17.96  -0.322
H  -11.50  -6.32  19.06  0.682
H  -10.33  -8.44  17.83  0.441
H  -14.35  -8.79  17.01  0.758
H  -11.03  -10.25  16.31  0.293
H  -12.77  -10.50  15.80  0.262
H  -12.02  -11.07  17.43  0.318
C  -12.64  -1.85  11.82  -1.440
C  -11.61  -2.50  12.65  -0.019
N  -10.99  -1.71  13.71  0.572
C  -9.63  -1.58  14.00  -0.292
C  -9.57  -0.58  14.95  -0.991
N  -10.81  -0.02  15.25  0.232
C  -11.71  -0.75  14.49  -0.339
C  -10.94  0.77  16.46  -1.029
H  -12.20  -0.98  11.34  0.482
H  -13.50  -1.49  12.39  0.132
H  -13.08  -2.57  11.13  0.391
H  -10.88  -2.69  11.86  0.396
H  -11.85  -3.52  12.94  0.014
H  -8.94  -2.32  13.64  0.638
H  -8.68  -0.20  15.44  0.525
H  -12.78  -0.79  14.66  0.496
H  -10.57  1.78  16.27  0.325
H  -10.37  0.40  17.31  0.392
H  -11.99  0.78  16.75  0.387
C  -17.12  -2.75  10.32  -1.065
C  -16.91  -1.75  11.46  -0.179
N  -17.19  -2.30  12.74  0.458
C  -18.38  -3.00  13.19  -0.384
C  -18.30  -3.18  14.55  -0.601
N  -17.03  -2.85  14.96  0.380
C  -16.44  -2.20  13.89  -0.685
C  -16.43  -3.15  16.23  -0.518
H  -17.05  -2.32  9.33  0.416
H  -18.13  -3.14  10.49  0.360
H  -16.39  -3.56  10.29  0.098
H  -17.59  -0.94  11.21  0.263
H  -15.92  -1.29  11.41  0.282
H  -19.10  -3.28  12.43  0.300
H  -19.01  -3.66  15.21  0.536
H  -15.39  -1.97  13.95  0.508
H  -15.78  -2.33  16.55  0.313
H  -15.90  -4.09  16.06  -0.034
H  -17.13  -3.42  17.02  0.325
B  -14.32  -5.30  13.94  -0.698
F  -14.01  -4.32  14.83  0.578
F  -14.86  -6.41  14.47  -0.086
F  -15.24  -4.86  12.95  0.021
F  -13.26  -5.75  13.09  0.056
B  -15.95  -10.07  14.28  -0.134
F  -15.22  -9.07  13.63  0.129
F  -15.68  -11.35  13.94  -0.317
F  -15.84  -9.91  15.68  -0.419
F  -17.29  -9.87  14.00  -0.354
B  -13.90  -5.89  9.61  0.151
F  -13.69  -4.54  9.43  -0.421
F  -15.11  -6.01  10.23  -0.310
F  -13.82  -6.59  8.47  -0.341
F  -12.91  -6.42  10.52  -0.339
C  -13.02  -1.65  17.87  0.204
F  -13.83  -0.62  17.89  -0.278
F  -13.11  -2.14  16.62  0.406
F  -11.80  -1.37  18.10  -0.228
S  -13.65  -2.84  19.30  1.105
O  -14.97  -3.31  18.78  -0.618
O  -12.55  -3.80  19.40  -0.665
O  -13.62  -2.05  20.56  -0.701
C  -18.91  -6.92  14.23  0.548
F  -17.82  -6.68  14.92  -0.231
F  -19.41  -8.11  14.73  -0.255
F  -19.72  -5.97  14.43  -0.232
S  -18.41  -7.08  12.41  1.173
O  -18.94  -8.40  12.02  -0.676
O  -19.08  -6.01  11.68  -0.705
O  -17.00  -6.95  12.38  -0.495
C  -11.13  -9.85  11.05  0.375
F  -10.07  -10.55  11.40  -0.175
F  -10.71  -8.66  10.42  -0.192
F  -11.96  -10.50  10.18  -0.183
S  -12.05  -9.52  12.68  1.293
O  -13.10  -8.54  12.41  -0.634
O  -12.52  -10.83  13.19  -0.672
O  -11.14  -8.83  13.61  -0.660



5.
ORCA calculation (ωB97M-V/def2-TZVPD) on an isolated ion of composition C24H34N3O5S and charge +1.

The value obtained for the calculated total energy is -50977.415 eV. For the frontier orbital gap, the calculation gives 0.3281 Ha. The spin multiplicity is 1. Its charge is +1. Its SMILES is COc1cc(CNCCc2ccc(S(N)(=O)=O)cc2)ccc1OC/C(O)=[NH+]\C1CCCCC1.

Each line ends with the Mulliken charge.
CARTESIAN COORDINATES (ANGSTROEM)
C  -0.72  -1.70  -2.38  -1.051
H  -1.62  -1.23  -2.79  0.349
H  0.12  -1.51  -3.04  0.258
H  -0.88  -2.78  -2.30  0.390
O  -0.36  -1.14  -1.13  -0.222
C  -1.26  -1.22  -0.10  1.169
C  -2.51  -1.80  -0.21  -0.271
C  -3.40  -1.84  0.85  0.266
C  -3.02  -1.29  2.07  -0.560
C  -1.77  -0.72  2.20  -0.884
C  -0.89  -0.67  1.14  -0.055
O  0.30  0.01  1.39  -0.291
C  1.48  -0.44  0.76  -0.442
C  2.62  0.38  1.28  0.231
O  2.44  1.45  1.96  -0.609
N  3.85  0.00  1.08  0.199
H  4.57  0.63  1.44  0.284
C  4.35  -1.12  0.30  -0.137
C  4.42  -0.74  -1.18  -0.684
C  5.48  0.33  -1.44  -0.669
C  6.84  -0.12  -0.94  -0.715
C  6.79  -0.44  0.55  -0.583
C  5.74  -1.51  0.84  -1.163
H  6.03  -2.44  0.34  0.432
H  5.67  -1.71  1.91  0.400
H  7.76  -0.80  0.89  0.346
H  6.58  0.47  1.12  0.326
H  7.58  0.66  -1.12  0.354
H  7.15  -1.01  -1.49  0.331
H  5.52  0.53  -2.51  0.403
H  5.18  1.26  -0.95  0.279
H  4.68  -1.64  -1.75  0.456
H  3.45  -0.40  -1.52  0.226
H  3.66  -1.96  0.43  0.388
H  1.65  -1.51  0.97  0.796
H  1.42  -0.30  -0.33  0.291
H  -1.46  -0.28  3.14  0.501
H  -3.70  -1.31  2.91  0.398
C  -4.77  -2.42  0.61  -1.762
N  -5.49  -1.55  -0.31  -0.116
H  -6.20  -2.07  -0.81  0.299
C  -6.05  -0.35  0.28  -0.606
H  -5.62  -0.20  1.27  0.320
H  -7.14  -0.43  0.39  0.404
C  -5.74  0.88  -0.59  -1.383
C  -4.31  1.32  -0.45  0.820
C  -3.88  1.87  0.76  -0.623
C  -2.57  2.27  0.92  -0.892
C  -1.68  2.11  -0.13  0.883
C  -2.08  1.57  -1.34  -0.579
C  -3.40  1.16  -1.49  -0.989
H  -3.73  0.73  -2.42  0.367
H  -1.36  1.46  -2.13  0.508
S  -0.01  2.67  0.08  1.772
O  0.90  1.93  -0.75  -0.712
O  0.31  2.73  1.50  -0.902
N  0.04  4.23  -0.44  -0.670
H  -0.49  4.89  0.12  0.279
H  -0.07  4.37  -1.43  0.283
H  1.49  1.87  1.89  0.469
H  -2.21  2.69  1.85  0.514
H  -4.58  2.00  1.56  0.430
H  -6.39  1.70  -0.27  0.430
H  -5.96  0.64  -1.63  0.369
H  -4.67  -3.40  0.14  0.554
H  -5.30  -2.55  1.57  0.326
H  -2.83  -2.22  -1.15  0.469



6.
ORCA calculation (ωB97M-V/def2-TZVPD) on an isolated ion of composition C3H7OS2 and charge -1.

The value obtained for the calculated total energy is -26940.833 eV. For the frontier orbital gap, the calculation gives 0.1984 Ha. The spin multiplicity is 1. Its charge is -1. Its SMILES is [O-]CCCSS.

Each line ends with the Mulliken charge.
CARTESIAN COORDINATES (ANGSTROEM)
C  -0.08  0.03  1.01  -0.602
C  1.09  -0.87  1.46  -0.378
O  1.00  -2.23  1.38  -0.864
C  0.00  0.16  -0.57  -0.598
S  -1.20  1.74  -0.85  -0.099
S  -1.82  1.53  -2.86  -0.294
H  -1.06  -0.31  1.33  0.331
H  0.03  1.08  1.32  0.377
H  1.39  -0.40  2.44  0.204
H  1.79  -0.41  0.68  0.081
H  0.93  0.42  -1.14  0.400
H  -0.48  -0.81  -0.98  0.299
H  -1.58  0.08  -3.21  0.142